[1]
This record from the Open Molecules 2025 dataset describes a structure of composition C4H13O3S. The level of theory is ωB97M-V with the def2-TZVPD basis set.

```
21
Properties=species:S:1:pos:R:3:forces:R:3:nbo_charge:R:1
C -0.8519 -1.1364 -0.8686 -0.248 0.606 -0.258 -0.01
O -1.7067 -0.1414 -0.5149 0.071 0.133 0.127 -0.92
C 0.4497 -0.6001 -1.5223 0.318 -0.251 0.346 -0.48
C 0.9742 0.5334 -0.7208 -0.918 0.447 -0.380 -0.07
C 2.4065 0.7543 -0.5226 1.055 -0.532 1.288 -0.60
S 3.0744 -0.5408 0.6050 -0.152 0.106 0.087 -0.41
H -1.3229 -1.8318 -1.5839 0.170 -0.362 0.005 0.12
H -0.4729 -1.7128 0.0059 -0.104 -0.198 -0.049 0.11
H 1.1848 -1.3976 -1.5508 0.260 -0.190 -0.086 0.21
H 0.2968 -0.2356 -2.5397 -0.322 0.069 -0.092 0.21
H 0.2783 1.3774 -0.7237 0.263 -0.022 -0.049 0.24
H 0.8893 0.1194 0.4855 -1.235 0.416 -0.505 -0.04
H 2.6397 1.6934 -0.0290 -0.116 0.279 -0.423 0.21
H 3.0057 0.5983 -1.4179 -0.106 0.104 -0.301 0.26
H 0.9088 -0.1318 1.2683 1.208 -0.589 0.285 0.30
H -2.0258 1.1316 1.8928 0.016 -0.147 0.254 0.51
H -1.2466 2.2560 1.2434 -0.095 -0.067 -0.051 0.46
O -1.7429 2.0504 2.0410 0.100 0.189 -0.046 -0.98
H -2.1540 -0.4553 0.7937 -0.342 -0.078 0.010 0.49
H -2.1101 -1.6125 1.8725 -0.182 0.456 0.189 0.45
O -2.4745 -0.7181 1.7861 0.359 -0.370 -0.352 -1.06
```
Positions in Å, forces in eV/Å.

## Properties
ΔE to the lowest compared entry with this formula, charge and spin ... 86.3 kcal per mole
Net charge ... -1
Gap between HOMO and LUMO ... 6.86 eV
LUMO energy ... 0.08592 hartree


[2]
This record from the Open Molecules 2025 dataset describes an isolated molecule of C5H9NO. The level of theory is ωB97M-V with the def2-TZVPD basis set.

```
16
Properties=species:S:1:pos:R:3:forces:R:3:nbo_charge:R:1
C 1.0640 1.3289 0.6434 0.073 0.069 0.030 -0.60
C 0.3405 0.1177 0.0731 0.079 -0.034 0.080 -0.08
C 1.2630 -0.8502 -0.6594 0.068 -0.036 -0.015 -0.61
C -1.8194 -1.3506 1.0484 -0.248 0.035 -0.358 0.12
O -2.3782 -0.2561 0.5639 0.028 -0.181 0.225 -0.51
C -1.9084 0.3602 -0.6076 0.337 0.100 -0.190 0.38
N -0.6975 0.5688 -0.8459 -0.420 -0.128 0.172 -0.41
H 1.5590 1.9088 -0.1404 -0.059 -0.070 0.064 0.22
H 1.8104 0.9876 1.3684 -0.048 0.104 -0.128 0.21
H 0.3525 1.9751 1.1677 0.135 -0.049 -0.092 0.22
H 1.9956 -1.2661 0.0393 -0.060 0.076 -0.112 0.22
H 0.6951 -1.6789 -1.0971 0.093 0.140 0.091 0.21
H 1.7924 -0.3390 -1.4694 -0.067 -0.046 0.111 0.22
H -1.2661 -1.8224 0.1929 -0.134 0.069 0.106 0.05
H -0.0791 -0.4075 0.9515 0.095 0.021 -0.066 0.18
H -2.7238 0.7236 -1.2288 0.126 -0.069 0.082 0.19
```
Positions in Å, forces in eV/Å.

## Properties
ΔE to the lowest compared entry with this formula, charge and spin ... 104.6 kcal per mole
Net charge ... 0
Gap between HOMO and LUMO ... 9.31 eV
LUMO energy ... 0.01147 hartree


[3]
This record from the Open Molecules 2025 dataset describes an isolated molecule of C2H4ClNO2. The level of theory is ωB97M-V with the def2-TZVPD basis set.

```
10
Properties=species:S:1:pos:R:3:forces:R:3:nbo_charge:R:1
O 1.6229 0.1164 -1.1306 -0.210 0.961 0.635 -0.38
N 1.3688 0.4779 0.0161 1.213 -2.944 0.219 0.53
O 2.1810 0.7145 0.8803 0.353 0.734 -0.277 -0.35
C -0.0271 0.3840 0.4692 -0.322 -1.942 1.130 -0.31
C -0.8471 -0.6023 -0.3677 0.125 0.568 -2.694 -0.42
Cl -2.3421 -1.0441 0.3833 -1.003 -0.231 1.017 -0.02
H -0.1093 0.2542 1.6020 0.383 0.228 -1.816 0.25
H -0.2968 1.3044 0.1269 -1.700 2.921 -0.010 0.23
H -0.3414 -1.5504 -0.6458 -0.006 0.894 0.238 0.24
H -1.2089 -0.0545 -1.3336 1.167 -1.189 1.558 0.23
```
Positions in Å, forces in eV/Å.

## Properties
Structure (SMILES) ... O=[N+]([O-])CCCl
ΔE to the lowest compared entry with this formula, charge and spin ... 74.7 kcal per mole
Net charge ... 0
Gap between HOMO and LUMO ... 11.12 eV
LUMO energy ... -0.00004 hartree


[4]
This record from the Open Molecules 2025 dataset describes an isolated molecule of C8H13NOS2. The level of theory is ωB97M-V with the def2-TZVPD basis set.

```
25
Properties=species:S:1:pos:R:3:forces:R:3:lowdin_spin:R:1
C -2.1093 -2.7968 -1.1293 0.074 -0.083 0.157 0.45
C -0.3183 -1.4882 -0.9358 -1.302 -1.177 0.163 0.41
C -1.4682 -0.4389 -0.8767 0.519 1.014 0.014 0.63
C -1.7054 3.1791 1.1699 -0.096 -0.900 1.723 0.00
C 1.9979 -2.1837 -1.5457 -0.237 1.045 -0.768 0.00
C 1.4123 -0.3384 0.4485 0.876 -4.537 0.187 0.03
C -1.9013 1.7278 0.6984 2.257 -0.331 1.493 0.03
C 1.1237 -1.0264 -0.9416 -2.362 -0.212 -1.731 0.04
N -0.8149 -2.7390 -1.0371 3.028 2.081 -0.081 0.03
O -2.1151 2.0212 -1.9706 0.101 0.035 0.108 0.01
S -2.9922 -1.2851 -0.9005 -0.393 1.055 0.031 0.28
S -1.2163 1.4379 -0.9516 -0.935 -1.840 -0.222 0.04
H -2.5122 -3.7466 -1.3577 -1.045 -0.519 -0.132 0.02
H -0.7439 3.3916 0.8761 2.590 0.984 -0.589 0.00
H -2.3121 3.8696 0.6034 -0.629 0.156 0.381 0.00
H -1.6534 3.3238 2.3299 -0.807 -0.335 -2.197 0.00
H 2.1796 -2.8400 -0.7120 0.085 -0.882 -0.091 0.00
H 3.0042 -1.7869 -1.8895 -1.255 -0.461 0.250 0.00
H 1.4020 -2.6928 -2.4358 1.466 1.002 2.066 0.00
H 0.9525 -0.8326 1.3901 0.590 0.304 -1.816 0.00
H 1.0593 0.6084 0.4275 -0.576 3.186 -0.060 0.00
H 2.4874 -0.4543 0.5297 0.259 0.722 0.478 0.00
H -2.9299 1.5431 0.8089 -1.277 -1.240 -0.217 0.00
H -1.1951 0.9697 1.2560 -1.678 1.437 -0.437 0.01
H 1.0035 -0.2374 -1.7732 0.746 -0.504 1.293 0.02
```
Positions in Å, forces in eV/Å.

## Properties
ΔE to the lowest compared entry with this formula, charge and spin ... 0.0 kcal per mole
2S+1 ... 3
Net charge ... 0
Gap between HOMO and LUMO (alpha / beta) ... 6.61 / 7.24 eV
LUMO energy (alpha / beta) ... 0.02359 / -0.07631 hartree


[5]
This record from the Open Molecules 2025 dataset describes a structure of composition C18H32BIrN7O2S. The level of theory is ωB97M-V with the def2-TZVPD basis set.

```
62
Properties=species:S:1:pos:R:3:forces:R:3:nbo_charge:R:1
Ir -1.2917 -0.4481 -0.4444 -0.061 -0.253 -0.140 1.27
B 1.5253 -0.9279 1.7769 0.029 -0.100 0.033 0.16
N 1.6427 -0.8305 0.2174 0.010 0.146 0.052 -0.27
C 2.8112 -0.9017 -0.4272 0.029 0.028 -0.025 0.02
C 2.6014 -0.7194 -1.7862 -0.016 -0.032 -0.001 -0.30
C 1.2362 -0.5328 -1.9005 0.013 0.026 -0.006 -0.06
N 0.6738 -0.6012 -0.6800 0.184 0.033 -0.027 -0.28
N 0.0560 -0.6246 2.2321 0.058 0.108 -0.077 -0.27
C -0.2853 -0.4467 3.5077 -0.028 -0.009 0.042 0.05
C -1.6661 -0.3141 3.6126 0.043 -0.011 0.011 -0.30
C -2.1227 -0.4192 2.3186 0.027 -0.139 -0.001 -0.04
N -1.0710 -0.6393 1.4945 -0.097 0.312 0.228 -0.26
H 2.2340 -0.0993 2.2715 -0.011 -0.052 -0.005 0.00
H 1.8332 -2.0417 2.1155 -0.113 -0.121 -0.049 -0.03
H 3.7209 -1.0706 0.1263 0.003 0.021 0.002 0.26
H 3.3358 -0.7128 -2.5722 0.003 0.002 0.001 0.27
H 0.6346 -0.3463 -2.7782 -0.001 0.010 0.004 0.23
H 0.4747 -0.4554 4.2725 0.005 0.035 -0.006 0.26
H -2.2456 -0.1679 4.5071 0.002 0.008 0.000 0.28
H -3.1254 -0.3672 1.9257 0.018 0.047 -0.014 0.23
C -5.3524 0.5802 -0.6087 0.003 0.040 0.020 -0.71
C -4.1027 0.5354 -1.4140 0.013 -0.126 0.104 0.75
N -3.9421 1.3630 -2.4149 -0.020 0.014 -0.030 -0.70
O -3.2264 -0.3661 -1.1667 -0.003 0.137 -0.052 -0.77
H -5.9478 1.4677 -0.8073 -0.002 -0.002 0.001 0.26
H -5.1068 0.5316 0.4509 -0.002 0.013 0.000 0.26
H -5.9456 -0.3037 -0.8532 0.008 -0.002 0.002 0.28
H -4.6656 2.0235 -2.6614 0.005 -0.002 -0.007 0.44
H -3.1317 1.3054 -3.0147 -0.004 -0.006 0.001 0.42
C 5.3018 2.9849 0.6328 0.011 -0.006 -0.008 -0.65
C 3.8546 2.8674 0.2606 0.004 0.001 0.020 0.06
C 2.8853 2.5814 1.2287 0.000 0.034 0.015 -0.21
C 1.5444 2.5229 0.9042 0.030 -0.037 -0.022 -0.14
C 1.1677 2.7257 -0.4212 -0.029 -0.013 0.113 -0.37
C 2.1122 2.9853 -1.4115 0.001 -0.003 -0.008 -0.17
C 3.4483 3.0615 -1.0599 -0.011 0.005 -0.005 -0.20
S -0.5076 2.7810 -0.9241 0.051 -0.074 -0.287 1.26
C -1.1625 4.0963 0.0831 -0.002 -0.008 -0.016 -0.79
O -1.3079 1.5720 -0.3231 -0.115 0.210 0.280 -0.98
H 5.4845 2.6534 1.6525 0.003 -0.008 -0.004 0.23
H 5.6275 4.0239 0.5541 -0.016 0.001 0.001 0.26
H 5.9273 2.4039 -0.0454 0.006 0.001 0.008 0.24
H 3.1905 2.4249 2.2556 0.010 0.003 -0.010 0.24
H 0.8074 2.3139 1.6712 -0.021 0.011 -0.004 0.22
H 1.8051 3.1534 -2.4369 -0.005 -0.016 -0.002 0.24
H 4.1872 3.2859 -1.8188 -0.001 -0.001 0.001 0.24
H -0.8513 3.9660 1.1166 -0.015 -0.032 0.016 0.26
H -2.2459 4.0751 -0.0125 0.004 0.022 -0.018 0.26
H -0.7681 5.0274 -0.3244 0.025 -0.002 0.022 0.28
N -0.1199 -5.6186 -0.1041 0.006 -0.007 0.019 -0.67
C -0.9228 -4.8851 -1.1603 0.001 0.029 0.011 -0.25
C -0.6462 -3.3797 -1.2212 0.032 -0.068 0.000 -0.26
N -1.5570 -2.5270 -0.4156 -0.092 -0.072 -0.220 -0.74
H -0.3328 -6.6223 -0.1285 0.000 0.001 -0.007 0.47
H -0.3098 -5.3016 0.8500 0.004 0.003 0.002 0.45
H 0.8880 -5.5266 -0.2642 0.001 0.008 0.002 0.46
H -1.9714 -5.1105 -0.9685 -0.002 0.000 -0.012 0.25
H -0.6481 -5.3494 -2.1054 0.001 0.005 -0.004 0.27
H -0.7526 -3.0737 -2.2606 0.002 0.012 0.003 0.25
H 0.3819 -3.1497 -0.9355 0.001 -0.001 0.007 0.24
H -1.5400 -2.7913 0.5702 -0.008 0.049 0.005 0.41
H -2.5205 -2.6408 -0.7374 0.030 -0.171 0.041 0.42
```
Positions in Å, forces in eV/Å.

## Properties
ΔE to the lowest compared entry with this formula, charge and spin ... 20.9 kcal per mole
Net charge ... +3
Gap between HOMO and LUMO ... 7.33 eV
LUMO energy ... -0.33393 hartree


[6]
This record from the Open Molecules 2025 dataset describes a structure of composition C26H23IrN8O4Se. The level of theory is ωB97M-V with the def2-TZVPD basis set.

```
63
Properties=species:S:1:pos:R:3:forces:R:3:lowdin_spin:R:1
Ir 0.5278 -0.1563 -0.1444 -0.322 -0.084 0.138 0.64
O 0.6284 1.7407 -0.6837 -0.015 0.051 -0.225 0.02
C 1.6306 2.5678 -0.8759 0.011 -0.029 0.164 0.00
C 1.3347 3.8844 -1.2590 0.080 0.054 0.000 0.00
C 2.3541 4.7848 -1.4639 -0.076 0.032 -0.011 0.00
C 3.6993 4.4225 -1.3095 0.055 -0.035 0.010 0.00
C 4.0008 3.1373 -0.9457 -0.023 0.026 -0.007 0.00
C 2.9760 2.1968 -0.7141 -0.043 0.020 0.013 0.00
C 3.3421 0.8629 -0.3913 0.016 -0.081 0.088 0.00
N 2.5833 -0.1423 -0.1172 0.095 -0.153 0.049 -0.01
C 3.2690 -1.4493 0.0085 -0.081 0.112 -0.091 0.00
C 2.1949 -2.5042 -0.1204 0.018 0.012 0.034 0.00
N 1.1635 -1.9298 -0.9904 -0.263 -0.008 -0.265 0.01
C 0.6722 -2.6436 -1.9521 0.099 -0.002 0.122 0.00
C -0.2965 -2.2916 -2.9150 -0.065 -0.033 0.063 0.00
C -0.8509 -3.3124 -3.7190 -0.021 0.027 -0.042 0.00
C -1.7434 -3.0102 -4.7091 0.051 -0.013 0.038 0.00
C -2.0548 -1.6598 -4.9392 -0.017 0.032 -0.017 0.00
C -1.5052 -0.6445 -4.1945 -0.029 0.004 -0.086 0.01
C -0.6175 -0.9302 -3.1329 0.141 -0.098 -0.059 0.02
O -0.0792 0.0217 -2.4328 -0.014 0.128 0.052 0.21
H 0.2992 4.1686 -1.3843 -0.014 -0.026 -0.002 0.00
H 2.1098 5.7980 -1.7569 -0.006 -0.003 0.000 0.00
H 4.4821 5.1461 -1.4844 0.006 -0.004 0.002 0.00
H 5.0316 2.8230 -0.8328 0.008 0.010 0.001 0.00
H 4.4114 0.6517 -0.4009 0.000 0.033 -0.004 0.00
H 3.7819 -1.5033 0.9684 -0.019 -0.028 0.010 0.00
H 3.9948 -1.5340 -0.8005 0.034 -0.029 0.038 0.00
H 1.7465 -2.7106 0.8483 0.036 -0.044 0.011 0.00
H 2.5722 -3.4350 -0.5418 0.042 0.041 -0.041 0.00
H 1.0904 -3.6472 -2.0241 -0.038 -0.013 -0.035 0.00
H -0.5631 -4.3399 -3.5298 -0.013 -0.005 0.004 0.00
H -2.1845 -3.7859 -5.3173 -0.006 -0.003 0.003 0.00
H -2.7411 -1.4066 -5.7377 0.001 0.000 -0.002 0.00
H -1.7318 0.3865 -4.4301 0.033 0.011 0.042 0.00
Se -2.1843 1.2802 -1.5458 -0.024 -0.071 -0.025 0.00
N -1.5492 0.3757 -0.1148 -0.017 -0.195 0.065 0.01
C -2.4989 0.3595 0.8326 0.033 0.193 0.029 0.00
C -2.4287 -0.1242 2.1762 0.027 -0.042 -0.007 0.00
C -3.5341 -0.0544 2.9621 0.012 -0.016 0.017 0.00
C -4.7720 0.5025 2.5202 0.017 0.005 -0.030 0.00
C -4.8695 1.0284 1.2802 -0.005 -0.001 0.022 0.00
C -3.7284 0.9918 0.4222 -0.027 0.056 -0.066 0.00
N -3.7240 1.5442 -0.7776 0.019 -0.033 -0.004 0.00
H -1.5182 -0.5492 2.5591 0.006 -0.016 -0.019 0.00
H -3.4775 -0.4426 3.9716 0.001 0.006 0.004 0.00
H -5.6187 0.5061 3.1918 -0.008 0.002 -0.006 0.00
H -5.7758 1.4807 0.9034 -0.005 -0.003 0.003 0.00
N 1.4401 0.4691 5.3221 0.013 -0.001 0.059 0.00
C 0.6538 1.1218 4.2856 -0.003 0.035 -0.017 0.00
C 1.0346 0.5528 2.9313 0.148 -0.063 -0.065 0.00
O 0.5195 0.9518 1.8997 -0.068 0.092 -0.033 0.06
O 1.9474 -0.3860 2.9607 -0.038 0.013 -0.066 0.00
H 0.8692 -0.0129 6.0017 -0.002 -0.004 0.002 0.00
H 2.0453 1.1100 5.8155 -0.002 0.006 0.007 0.00
H 2.1607 -0.4839 3.9283 0.001 0.001 0.050 0.00
H 0.8090 2.2003 4.2411 -0.003 -0.004 0.006 0.00
H -0.4199 0.9664 4.4038 0.002 0.002 0.004 0.00
N -0.1904 -1.6766 1.0537 0.244 0.156 0.158 0.00
C -1.0905 -2.3966 0.7547 -0.030 -0.024 -0.099 0.00
N -1.9644 -3.2332 0.4537 0.075 -0.045 0.036 0.00
C -3.2664 -2.9302 0.4988 -0.001 0.062 -0.039 0.00
N -4.3971 -2.7077 0.4935 -0.026 -0.010 0.021 0.00
```
Positions in Å, forces in eV/Å.

## Properties
ΔE to the lowest compared entry with this formula, charge and spin ... 38.3 kcal per mole
2S+1 ... 2
Net charge ... +1
Gap between HOMO and LUMO (alpha / beta) ... 6.74 / 6.50 eV
LUMO energy (alpha / beta) ... -0.14512 / -0.15200 hartree